# 1
30
Properties=species:S:1:pos:R:3:forces:R:3 method="wB97M-V/def2-TZVPD" e_tot_ha=-1816.68141
C 0.243 -2.715 0.463 -2.00 3.86 -2.36
N -1.578 1.800 1.036 -1.90 1.77 -1.93
H 3.163 1.785 0.539 -0.25 -0.10 0.02
H -0.829 0.864 -2.082 0.85 -1.89 1.43
C 2.949 -2.455 -0.445 -1.69 0.65 -0.48
C -3.169 -0.128 -0.544 1.56 -2.22 -0.10
O -3.544 0.396 2.140 2.14 1.54 -4.79
H 0.439 -3.656 1.144 -0.07 2.18 -1.69
C -0.494 -0.056 -1.440 0.99 -3.58 2.66
H 3.313 -2.348 -1.554 -0.49 -0.38 2.24
S -3.193 1.174 0.812 -3.80 1.98 5.66
H 4.208 0.478 0.445 -0.29 0.09 0.10
C -1.318 -2.131 0.441 3.28 2.08 -2.51
O 0.196 3.236 -0.319 -3.97 0.27 2.54
O -2.150 3.443 -1.136 1.75 -0.10 4.51
H 2.971 -3.572 -0.091 0.25 2.37 -0.60
H -2.179 -2.650 1.078 2.10 1.40 -1.56
N 3.303 0.802 0.802 0.43 0.30 0.23
H -3.882 -1.007 -0.175 1.31 2.30 -0.80
C 1.046 -0.633 -1.427 -4.01 -1.51 2.79
H 2.551 0.230 0.400 -0.58 -0.19 -0.27
C -1.633 -0.789 -0.507 2.49 -1.05 -0.35
C 1.360 -1.935 -0.453 -1.81 0.80 0.00
H 1.858 -0.097 -2.079 -1.62 -1.37 1.35
O -4.297 2.250 0.655 3.79 -3.22 -0.86
H -3.445 0.265 -1.611 0.60 -0.51 2.26
H 3.288 0.717 1.826 -0.09 0.04 -0.25
I -1.447 5.172 1.690 -0.17 -0.26 -0.20
S -1.309 3.282 0.154 2.27 -3.33 -5.80
H 3.581 -1.723 0.238 -1.07 -1.92 -1.23

---

# 2
22
Properties=species:S:1:pos:R:3:forces:R:3 method="wB97M-V/def2-TZVPD" e_above_lowest_kcal_mol=95.8 e_tot_ha=-367.22439 smiles="CCN1[C@H]2C=CCC[C@@H]21"
H 2.494 1.274 0.727 0.41 -1.55 -1.04
H -0.325 -0.586 -1.137 -0.04 0.74 -2.71
C -0.624 1.492 0.095 -0.63 -0.03 -1.77
H -3.490 -0.248 0.534 -0.50 0.40 0.83
H 2.593 -1.402 -1.036 -1.04 1.21 0.61
H -0.110 0.327 1.770 0.05 -0.63 -0.67
C -1.670 -1.404 0.240 1.09 -1.00 2.24
H 3.800 0.820 -0.390 -0.07 -0.32 0.23
C 2.059 -0.473 -0.625 1.71 0.06 0.89
C -0.253 -0.887 -0.160 -3.47 -0.53 1.88
H -2.073 -2.346 -0.226 0.53 0.99 0.01
C 3.005 0.362 0.224 1.39 1.81 1.13
H 1.716 0.183 -1.425 -0.25 -0.23 -0.51
H -2.997 -0.398 -1.052 -0.19 0.23 -0.63
C -1.949 1.248 -0.179 2.96 -1.84 1.55
N 1.037 -0.759 0.335 0.28 -0.67 0.60
H -2.465 2.068 -0.535 -1.59 1.29 -0.80
H -0.097 2.419 -0.238 -0.76 -0.53 0.64
C 0.082 0.313 0.680 -0.39 -0.24 1.00
H 3.486 -0.163 1.103 -0.58 0.16 -1.20
C -2.613 -0.174 -0.068 1.46 0.07 -0.72
H -1.605 -1.666 1.364 -0.38 0.60 -1.57

---

# 3
22
Properties=species:S:1:pos:R:3:forces:R:3 method="wB97M-V/def2-TZVPD" e_above_lowest_kcal_mol=117.2 e_tot_ha=-367.19031 smiles=C1C[C@@H]2[C@H]3CN[C@H](C1)[C@@H]23
H 1.252 -0.493 2.082 0.02 -0.15 -0.40
C 0.109 -0.025 -1.338 -1.11 -0.68 -1.03
C -0.262 1.501 -1.086 -0.01 0.53 0.00
H 1.477 0.781 0.108 -0.12 -0.02 -0.05
H 2.206 -0.853 -1.236 -0.70 0.05 -0.34
H -0.060 -1.647 2.235 -0.05 0.38 -0.41
H 0.916 -1.900 -1.965 0.52 -0.03 0.13
H -2.437 1.190 -0.556 0.19 0.34 0.10
H -0.830 -0.620 -1.383 0.31 0.79 0.48
C 0.402 -0.927 1.534 0.03 -0.17 -0.02
H -1.257 -0.423 0.396 0.19 0.00 0.41
H 1.692 -2.380 0.590 -0.05 -0.08 -0.59
H 0.218 2.310 -1.637 -0.25 -0.11 0.27
C 0.418 0.698 -0.122 0.36 -0.24 1.63
C -0.501 0.164 0.937 -0.51 0.12 -0.86
C 1.130 -1.130 -1.210 1.55 -0.84 -0.48
N -1.322 1.378 1.231 0.42 -0.27 0.37
H -1.757 2.837 -0.265 -0.40 0.15 0.06
C -1.575 1.772 -0.198 0.13 -0.06 -0.68
H -0.679 2.053 1.644 -0.29 0.23 -0.08
C 0.849 -1.794 0.202 -0.54 -0.08 1.29
H 0.009 -2.491 0.037 0.29 0.14 0.20

---

# 4
25
Properties=species:S:1:pos:R:3:forces:R:3 method="wB97M-V/def2-TZVPD" e_above_lowest_kcal_mol=21.5 e_tot_ha=-1161.57400 smiles="C#CC1=C[P@](=S)(N(C)C)N(C)C1"
N 1.499 0.298 0.728 -1.88 -0.70 -0.49
C -1.765 -0.887 -0.979 -0.62 0.63 2.21
C 2.681 0.267 1.503 1.68 0.77 -1.00
C 0.875 1.573 0.579 1.48 1.02 -1.41
H 2.924 -0.755 1.833 0.16 0.71 -0.11
H 1.028 -1.488 -2.363 0.87 0.17 -0.13
P 0.533 -1.041 0.434 -1.91 0.37 0.56
C 0.261 -0.732 -2.308 0.32 1.33 -1.52
C -1.330 -0.743 1.450 2.69 -0.43 -1.30
H -0.468 -1.068 -3.097 0.46 0.70 0.80
H 3.435 0.742 0.822 0.27 -0.93 0.68
S 1.662 -2.646 0.525 -0.95 0.51 0.11
H -0.093 1.377 0.262 -1.75 0.15 -1.45
H -2.291 -0.055 -1.460 0.35 0.10 -0.30
H 0.689 2.114 1.447 0.14 0.63 2.41
N -0.313 -0.744 -1.017 -1.82 -0.90 1.88
H 0.610 0.360 -2.485 -0.15 -1.96 -0.44
C -2.264 -0.810 0.498 2.91 0.09 -0.76
H -5.837 -0.719 1.246 1.52 -0.18 -0.75
H 1.435 2.345 -0.046 -0.57 -1.33 0.13
C -3.633 -0.800 0.667 0.97 0.17 0.18
H -1.382 -0.539 2.537 -0.19 -0.49 -0.89
H -2.258 -1.792 -1.333 0.75 -0.46 -0.64
H 2.606 1.019 2.274 -0.15 -0.22 0.94
C -4.785 -0.785 0.895 -4.56 0.24 1.28

---

# 5
26
Properties=species:S:1:pos:R:3:forces:R:3 method="wB97M-V/def2-TZVPD" e_above_lowest_kcal_mol=0.0 charge=+2 e_tot_ha=-626.69848
N 0.204 2.413 1.546 1.99 1.45 -0.44
H -1.108 2.639 3.187 -0.19 0.73 0.47
H 0.434 0.414 -1.920 0.38 0.88 -1.13
H -0.332 -3.517 -4.006 -0.19 -0.49 2.52
C -1.012 2.375 2.157 -3.36 -3.17 -0.77
H 0.584 -4.098 -2.515 -0.55 0.14 -0.10
H 0.169 2.882 0.650 0.85 -0.16 -0.09
H 2.590 2.992 1.130 0.03 1.12 -1.39
H 0.634 -1.540 -3.222 0.97 0.88 -1.01
O 2.475 2.355 1.807 3.16 -0.93 0.04
H -1.195 -3.712 -2.337 -1.16 -0.96 0.59
C -2.006 1.673 1.524 1.40 1.27 1.84
N -0.701 0.721 -0.285 -1.06 1.26 0.18
C 0.025 -2.057 -2.550 -1.34 -0.35 3.48
C -0.293 -3.482 -2.814 1.78 1.68 -3.38
C -0.439 -1.387 -1.381 0.83 -0.16 -3.58
O -3.037 0.698 -0.260 1.57 -0.15 -0.91
N 1.191 1.433 3.344 -1.94 -0.40 0.41
H 0.133 1.417 3.645 3.43 -0.87 -0.01
H -2.937 1.399 1.997 -0.22 0.66 0.05
C -0.304 -0.010 -1.294 0.97 -1.20 0.75
C 1.334 2.043 2.185 -3.30 0.60 1.37
H 2.027 1.052 3.840 -1.34 0.57 -0.21
C -1.827 1.048 0.238 -1.07 -1.67 -0.85
H -1.087 -1.853 -0.729 -1.15 -1.28 1.44
H -2.901 0.164 -1.084 -0.49 0.56 0.72